Computed, not measured: a 12-piece molecular cluster, C6H35NO11 overall at a distorted geometry, with the ωB97M-V functional and the def2-TZVPD basis.

```
53
C6H35NO11, DFT the ωB97M-V functional and the def2-TZVPD basis
C -0.28 -2.09 3.65
C -0.45 -0.57 3.78
C -1.73 0.00 3.22
C -1.97 3.58 1.78
C -1.70 2.12 1.98
C -1.95 1.50 3.13
N -0.68 -2.73 2.41
H 0.76 -2.30 3.91
H -0.69 -2.61 4.53
H -0.19 -0.15 4.75
H 0.40 -0.19 3.17
H -2.04 -0.45 2.27
H -2.56 -0.39 3.85
H -1.95 4.11 2.72
H -1.31 3.97 1.01
H -2.92 3.68 1.24
H -1.17 1.49 1.27
H -2.48 1.93 3.97
H 0.08 -2.66 1.75
H -1.48 -2.32 1.96
H 1.71 2.76 0.75
H 3.10 2.43 0.79
O 2.50 3.04 1.24
H 1.52 1.16 -3.46
H 0.86 1.94 -2.36
O 1.12 2.03 -3.28
H -0.17 -1.48 -0.75
H 0.45 -0.72 -2.02
O 0.62 -1.29 -1.26
H -3.29 -3.18 0.32
H -3.46 -1.80 -0.04
O -3.08 -2.60 -0.42
H -2.10 1.26 -3.92
H -1.10 2.34 -3.68
O -1.81 2.10 -4.29
H 2.61 -3.86 -0.66
H 1.66 -2.93 -1.34
O 2.34 -3.60 -1.54
H 3.29 -2.62 -2.97
H 2.62 -1.40 -2.49
O 3.26 -1.67 -3.16
H 1.56 -1.27 -3.70
H 0.34 -1.17 -4.61
O 0.79 -0.71 -3.90
H -2.29 0.43 -0.91
H -0.86 0.76 -0.76
O -1.46 0.27 -1.38
H 3.89 1.35 -2.50
H 3.69 -0.22 -2.28
O 3.28 0.67 -2.21
H 1.24 0.53 -0.54
H 0.86 0.58 0.93
O 0.62 0.95 0.07
```

The SMILES is C/C=C/CCCN.O.O.O.O.O.O.O.O.O.O.O. As for the relative energy (zero: lowest compared OMol25 entry of this formula, charge and spin): 319.26 kJ/mol. The molar mass comes out at 297.34 g/mol. The multiplicity is 1. The value obtained for the LUMO energy is -0.1 eV.